{"formula": "C29H65F5N4O8P2S", "method": "ωB97M-V/def2-TZVPD", "species": ["O", "H", "C", "H", "H", "H", "O", "H", "H", "H", "N", "H", "C", "H", "H", "C", "H", "C", "H", "H", "C", "H", "H", "C", "H", "O", "H", "H", "H", "C", "C", "C", "H", "C", "H", "F", "O", "H", "P", "C", "O", "C", "N", "H", "F", "H", "H", "C", "C", "C", "C", "H", "H", "H", "H", "H", "H", "H", "H", "H", "H", "H", "H", "O", "H", "C", "H", "H", "S", "H", "H", "P", "C", "H", "H", "O", "O", "H", "C", "H", "C", "C", "N", "C", "H", "H", "H", "C", "F", "C", "H", "F", "C", "H", "H", "H", "H", "H", "H", "C", "H", "N", "C", "H", "H", "C", "H", "H", "H", "F", "H", "H", "H", "C"], "coordinates": [[-0.0163, -5.7391, 7.6708], [0.9487, -1.4207, 5.1540], [-7.9995, -0.5461, -0.6960], [8.4399, 1.6860, -7.5629], [-1.1490, -3.5821, 1.8413], [5.2592, 0.4371, -7.6158], [0.5233, -2.2408, 5.4478], [-2.1318, -3.5414, 4.0836], [-0.0625, 2.7718, -7.5729], [-8.0700, 1.9915, -0.4232], [2.1767, 0.9817, -4.3563], [6.8451, 0.4168, -8.4152], [6.0203, 1.0577, -8.0884], [-2.4063, 0.6000, 1.4518], [7.0326, 5.1119, -7.1318], [7.7976, 3.2258, -9.7560], [-6.4264, 2.2848, -1.0049], [2.1004, -0.5074, -1.4922], [6.7689, 3.0125, -10.0482], [1.6354, -6.8884, 7.8895], [7.7573, 2.5042, -7.2957], [2.8131, -2.8932, 1.7538], [2.5457, 0.4571, -1.7353], [7.8807, 3.6595, -8.2961], [1.9941, 3.2471, -6.9393], [0.9056, -1.0688, 2.9021], [1.4844, 0.3797, -4.7959], [1.9767, -3.2890, 3.7571], [0.4581, -7.0484, 9.2105], [-1.0869, -3.2536, 3.9411], [-1.6507, 1.2520, 1.8949], [-2.3408, 3.5843, 1.0987], [-0.0527, 2.3520, -4.5394], [-1.3793, -4.1907, 9.0570], [3.1884, 1.9569, -6.7727], [-1.0132, 5.1150, -0.1649], [1.2729, 1.1014, 2.7447], [-0.4771, -4.1472, 4.1014], [0.5330, -2.0079, 0.1929], [-0.0079, 1.7050, -7.3326], [-6.9495, 0.3515, -0.9954], [-7.4195, 1.0554, 2.0891], [-5.1636, 1.0822, 1.1650], [8.1591, 4.0249, -10.4021], [-0.7347, 3.0120, -0.5665], [3.0703, 0.5616, -4.5973], [8.8730, 4.0930, -8.1343], [-0.7272, -4.2729, 10.4338], [-0.9926, 3.9116, 0.3955], [-6.4964, 1.6818, 1.0493], [-0.9951, 0.5422, 3.0979], [-2.4488, -4.0087, 9.2071], [8.3997, 2.3346, -9.9423], [-4.5235, 1.5806, 0.5549], [1.0308, 0.3940, 0.1540], [-7.8075, -1.1217, 0.2132], [-1.9202, -1.6570, 0.2768], [1.4960, -5.6080, 9.1048], [2.9418, 2.8866, -4.6407], [-1.3166, -2.0026, -1.3303], [0.1135, -3.2681, 8.0513], [-1.9692, -5.4092, 7.3965], [0.3591, -4.2112, 10.3606], [-1.5734, -1.4551, 5.4398], [5.9759, 4.3018, -8.0405], [0.4621, 0.2373, 2.8463], [-1.8167, 3.0879, 3.0848], [-8.4563, 1.3596, 1.9359], [1.2999, -5.2815, 1.8449], [1.2899, -0.7023, -2.1990], [2.4029, -0.5427, 0.6775], [1.7082, -3.4688, 2.3965], [0.8219, 2.9982, -4.4540], [-0.9854, -5.2028, 10.9444], [-1.5676, -0.3207, 3.4233], [6.4451, 2.0043, -7.1282], [1.3285, 1.2979, -7.1200], [2.8581, -1.2826, -1.6359], [2.0771, 2.3055, -4.9769], [0.9419, 3.2427, -3.3988], [-1.2832, -5.4884, 8.2447], [1.5842, -0.5273, -0.0478], [6.9013, 4.7218, -8.0599], [2.1705, 2.2535, -6.5052], [-7.1176, 1.3631, 3.0898], [-0.3902, 1.1340, -8.1779], [-0.8914, 1.3976, 1.1246], [-2.3004, 2.5966, 2.2381], [0.0046, 3.8719, 1.2853], [-0.7738, -2.2217, 4.9953], [-8.9511, -0.0169, -0.5824], [-2.8260, 4.7575, 1.5585], [0.9354, -6.3434, 8.5218], [8.0537, 2.8716, -6.3100], [-1.0586, -3.4390, 11.0515], [-1.1128, -0.3729, -0.6566], [-1.7395, -2.0030, 2.3068], [-7.3731, -0.0336, 2.0563], [-6.3945, 2.7447, 1.2922], [-7.0359, 1.6235, -0.3840], [0.6195, 3.9226, -4.9982], [-0.8335, -3.0376, 8.3422], [0.4098, -2.1759, 2.0773], [5.5750, 1.5343, -8.9655], [-5.2140, 0.1425, 0.7787], [-1.1098, -1.4384, -0.4186], [-0.6449, 1.5076, -6.4665], [-0.9674, 1.2269, 3.9524], [-8.0807, -1.2399, -1.5318], [-3.1939, 3.1611, 0.1270], [-1.3366, -2.9039, 7.4712], [-3.3508, 2.4321, 2.5029], [-1.6023, -6.3501, 8.8476], [-0.9500, -2.7294, 2.5017]], "forces_ev_per_a": [[0.0, 0.0, 0.0], [0.0, 0.0, 0.4], [0.0, 0.0, -0.1], [0.0, 0.0, 0.0], [0.0, 0.1, 0.0], [0.0, 0.0, 0.0], [0.1, -0.1, -0.4], [0.1, 0.0, 0.0], [0.0, 0.0, 0.0], [0.0, 0.0, 0.0], [0.1, 0.0, -0.3], [0.0, 0.0, 0.0], [-0.1, 0.0, 0.0], [0.0, 0.0, 0.0], [0.0, 0.0, 0.0], [0.0, 0.0, 0.0], [0.0, 0.0, 0.0], [0.1, -0.2, 0.3], [0.0, 0.0, 0.0], [0.0, 0.0, 0.0], [0.1, 0.0, 0.1], [0.1, 0.2, 0.1], [-0.1, -0.1, -0.1], [-0.1, 0.0, -0.1], [0.0, 0.0, 0.0], [-0.1, -0.1, -0.3], [0.0, 0.0, 0.0], [0.1, 0.1, 0.0], [0.0, 0.0, 0.0], [-0.1, -0.2, 0.3], [0.2, 0.0, -0.3], [0.1, 0.0, 0.1], [0.0, 0.0, 0.0], [0.1, 0.0, 0.1], [0.0, 0.0, 0.0], [0.0, 0.0, 0.0], [0.4, 0.3, -0.1], [0.1, 0.1, -0.1], [0.1, -0.3, 0.0], [0.0, 0.0, -0.1], [0.0, -0.1, 0.0], [0.0, 0.0, 0.0], [0.1, 0.0, -0.1], [0.0, 0.0, 0.0], [0.1, 0.0, 0.1], [0.0, 0.0, 0.1], [0.0, 0.0, 0.0], [0.0, 0.0, 0.0], [0.1, -0.3, 0.1], [0.0, -0.1, 0.1], [-0.3, 0.1, 0.0], [0.0, 0.0, 0.0], [0.0, 0.0, 0.0], [-0.1, 0.0, 0.0], [0.0, -0.1, 0.0], [0.0, 0.0, 0.0], [0.0, 0.0, 0.0], [0.0, 0.0, 0.0], [0.0, 0.0, 0.0], [0.0, 0.1, 0.0], [0.0, 0.1, 0.1], [0.0, 0.0, 0.0], [0.0, 0.0, 0.0], [-0.3, 0.3, 0.0], [0.0, 0.0, -0.1], [-0.3, -0.3, 0.1], [0.1, 0.0, -0.1], [0.0, 0.0, 0.0], [-0.1, 0.1, 0.1], [0.1, 0.2, 0.0], [0.0, -0.1, -0.1], [0.0, -0.4, -0.2], [0.0, 0.0, 0.0], [0.0, 0.0, 0.0], [0.1, 0.1, -0.1], [0.0, 0.0, 0.0], [0.0, 0.0, 0.0], [-0.1, 0.0, 0.0], [-0.1, 0.0, 0.1], [0.0, 0.0, 0.0], [-0.1, 0.0, 0.0], [0.0, 0.3, 0.1], [0.0, -0.1, 0.1], [0.2, 0.0, 0.0], [0.0, 0.0, 0.0], [0.0, 0.0, 0.0], [0.0, 0.0, 0.1], [-0.1, -0.2, 0.1], [0.0, 0.1, -0.1], [0.3, -0.3, 0.0], [0.0, 0.0, 0.0], [-0.2, 0.3, 0.1], [0.0, 0.0, 0.0], [0.0, 0.0, 0.0], [0.0, 0.0, 0.0], [0.0, 0.0, 0.1], [0.1, 0.0, 0.0], [0.0, 0.0, 0.0], [0.0, 0.0, 0.0], [0.0, 0.1, 0.0], [0.0, 0.0, 0.0], [0.0, -0.2, -0.1], [-0.2, 0.3, 0.3], [0.0, 0.0, 0.0], [0.0, 0.0, 0.1], [-0.1, 0.0, -0.1], [0.0, 0.0, 0.0], [0.0, -0.1, -0.1], [0.0, 0.0, 0.0], [-0.1, 0.0, -0.3], [-0.1, 0.2, 0.1], [0.1, 0.1, 0.1], [0.0, 0.0, 0.0], [0.0, -0.2, -0.1]], "charge": 0, "gap_ev": 8.97, "e_lumo_ev": 0.4, "total_energy_ha": -3545.0730, "smiles": "CCP(C)[C@](CCC(=O)O)(OC(=O)CCCC(F)(F)C(F)(F)F)[PH2]=S.COC[C@@H](C)N.COC[C@@H](C)N.COC[C@@H](C)N.COC[C@@H](C)N"}


{"formula": "C29H65FN10O15PS", "method": "ωB97M-V/def2-TZVPD", "species": ["O", "H", "H", "H", "C", "O", "H", "O", "H", "C", "H", "H", "H", "C", "C", "H", "C", "N", "H", "H", "C", "H", "C", "H", "C", "H", "H", "O", "H", "O", "H", "P", "O", "N", "C", "C", "N", "O", "N", "H", "H", "H", "H", "H", "H", "H", "H", "H", "H", "C", "H", "H", "C", "H", "C", "H", "H", "H", "O", "H", "H", "N", "H", "C", "C", "H", "H", "H", "C", "C", "C", "F", "O", "C", "N", "C", "H", "C", "H", "H", "O", "H", "H", "H", "N", "C", "C", "H", "H", "C", "O", "C", "C", "H", "N", "O", "H", "H", "C", "H", "H", "H", "O", "H", "H", "C", "H", "H", "H", "N", "H", "N", "O", "H", "C", "H", "O", "H", "S", "H", "H", "H"], "coordinates": [[2.2537, -0.8632, -0.9104], [-5.5126, -7.6738, 2.0311], [8.3549, -0.1322, 0.2711], [5.5445, -0.0309, -0.1178], [-9.9671, -0.8593, 1.3016], [3.7991, 0.2742, 1.7514], [6.3667, -3.5667, -1.8145], [-3.8865, -1.0707, -0.8305], [-12.7590, -0.2660, 5.7926], [2.5630, -2.2627, -1.1535], [-0.3139, -1.2874, -0.6269], [-9.0056, 0.5417, 2.6376], [0.6060, -2.3403, -2.3039], [5.6954, 6.3011, -1.3493], [5.9837, 0.9446, -0.5563], [-3.9754, -4.9600, 4.5181], [-12.6118, 0.3325, 4.8914], [0.3788, -3.3866, -0.3533], [10.8609, 3.9284, -1.1423], [-1.7090, -0.3004, 0.9868], [-4.7360, -1.8058, -0.3414], [-11.2937, -0.0073, 0.0196], [0.1998, 3.6999, -0.8191], [-3.2404, -0.0021, -2.8158], [-9.0127, -0.5271, 2.4147], [-6.9297, -6.6817, 2.4636], [-1.6564, -1.6719, -5.2790], [3.7470, 5.3389, -0.3169], [-0.1447, 4.5247, -0.0970], [1.5756, 1.6247, 1.5846], [5.2141, 6.4917, -2.3102], [3.2035, 1.4944, 1.0515], [8.0826, 4.6790, -2.4664], [8.2529, -2.1589, -3.8875], [-0.5946, -1.8479, 1.5040], [7.5697, 0.3425, 0.9713], [10.1417, 4.4699, -1.5905], [-11.4064, 2.3123, 4.2742], [-11.2338, 1.6360, 6.4097], [-3.9206, -3.7666, -0.4256], [-2.9492, 1.6025, -3.4112], [-0.4285, -1.4257, -4.0095], [4.1240, -0.4928, -1.9040], [-6.1043, -7.6451, 3.7026], [6.2552, 5.3652, -1.4007], [1.4894, -3.9473, -2.1396], [-13.5830, 0.6956, 4.5514], [8.4567, 1.9812, -2.4966], [9.5453, 2.0763, -1.0985], [-4.4061, -3.1196, 0.3077], [4.0318, 3.6016, 1.0179], [3.2734, -2.4538, -2.0260], [-0.6588, -3.1150, 2.4784], [1.0374, 2.7113, -3.2435], [4.6396, 6.1862, -0.2868], [7.8242, 2.4682, -0.8980], [0.3643, -3.6496, 2.4495], [1.6305, 1.4809, 2.5584], [-4.7566, -5.0608, 2.1897], [10.3277, 5.4365, -1.8106], [-6.7823, -2.0359, 0.0290], [-10.6471, 0.1899, 0.7679], [0.3527, -1.2308, 1.6986], [-0.5700, -2.2609, -0.0661], [1.7869, 2.0438, -2.6873], [6.6461, 0.6176, -1.4482], [-8.0055, -0.8297, 2.1223], [8.6068, -3.0165, -4.2764], [1.7983, 3.6765, -0.9918], [1.1647, -2.9981, -1.5615], [-5.9580, -7.0441, 2.8030], [-0.3544, 2.4170, -0.4405], [-1.1774, 0.9969, -5.0058], [8.6774, 2.5323, -1.5800], [2.3354, 2.3654, -1.4981], [4.8686, 1.9500, -1.1048], [2.0861, 4.4869, -1.7517], [3.1548, 0.0262, -1.5755], [-11.4553, 0.9991, 7.1557], [-0.2366, 3.9146, -1.8649], [6.8563, 1.4996, 0.4726], [3.0045, -2.7211, -0.1893], [-2.1034, -1.8078, -3.5678], [5.3943, -3.3009, -3.2860], [-2.7328, 0.6180, -3.4285], [-5.0568, -5.8673, 3.0562], [3.3527, 1.4587, -0.8388], [1.0655, -3.5215, 0.4007], [4.9856, 1.9645, -2.2554], [6.4080, -3.3780, -2.8888], [6.7440, -1.0092, -2.6825], [8.9206, 3.9752, -1.9223], [-1.4742, -1.2708, -4.2805], [4.0187, 7.0216, 1.4543], [-6.0504, -1.4645, -0.3599], [-10.1357, -1.9951, 0.8878], [-1.6010, -2.5830, -0.4365], [6.9090, -4.2186, -3.3717], [-11.7085, 1.5087, 5.1417], [2.2441, 3.9896, 0.0060], [-1.4095, -3.8652, 2.0548], [-0.8675, -2.8383, 3.5646], [-1.7841, -1.0110, 1.6679], [-9.3113, -1.0691, 3.3136], [-4.8023, -6.3809, 5.0685], [7.1297, -2.0818, -3.1314], [5.4278, 7.7881, 0.7949], [-3.7295, -2.9429, 1.1447], [-10.6258, 2.4172, 6.6025], [-4.5822, -5.7419, 4.3238], [6.3935, 7.1132, -1.1415], [4.7173, 7.0790, 0.7283], [4.0002, 2.8782, 1.6884], [-5.2967, -3.6226, 0.6798], [-1.7661, 0.2040, -4.2838], [-6.2969, -0.5863, -0.7903], [7.3436, -0.1792, 2.0710], [-10.5402, 1.1413, 1.0782], [2.4023, 0.4249, -3.2618], [8.7548, -1.3019, -4.0645], [-12.1676, -0.3003, 4.1210], [5.0820, 3.0145, -0.7619]], "forces_ev_per_a": [[2.1, 0.9, -0.9], [-0.1, 0.1, 0.0], [-1.2, 1.1, 0.6], [0.2, 1.6, -0.8], [-0.3, -0.1, -0.3], [-1.0, 2.7, -2.4], [-0.1, 0.1, -0.1], [0.1, 0.2, -0.3], [0.0, 0.0, -0.1], [-1.3, -1.5, -0.3], [-0.2, -1.4, 0.7], [0.0, -0.1, 0.0], [0.6, -0.9, 1.2], [-0.1, 0.1, 0.2], [0.1, -1.4, -1.0], [-0.1, -0.1, 0.0], [-0.1, -0.2, 0.2], [0.4, 1.8, -1.3], [-0.2, 0.0, -0.1], [-0.3, -0.8, 0.7], [-0.1, -0.1, 0.0], [0.1, 0.0, 0.1], [-0.4, -0.5, -1.3], [0.1, -0.1, 0.2], [0.1, 0.3, 0.1], [0.1, 0.0, -0.1], [0.2, 0.1, 0.1], [0.4, -0.1, 0.2], [0.7, -1.5, -0.9], [2.8, 0.4, -1.2], [0.1, -0.2, 0.0], [0.1, -1.9, 5.3], [0.0, -0.2, 0.1], [-0.1, 0.2, 0.1], [-0.3, -0.4, -0.9], [-0.6, -1.3, 2.8], [0.0, 0.2, 0.0], [-0.1, -0.3, 0.0], [0.1, 0.1, 0.1], [0.1, 0.0, 0.1], [0.0, -0.1, 0.0], [0.0, 0.0, -0.2], [-1.0, 0.9, 1.0], [0.0, 0.0, -0.1], [-0.1, 0.1, -0.2], [-0.5, 1.3, 0.9], [0.1, -0.1, -0.1], [-0.1, 0.1, 0.0], [-0.1, 0.0, 0.0], [-0.3, 0.2, -0.1], [0.0, -0.1, 0.6], [-0.6, 0.7, 1.1], [0.5, 0.0, -0.8], [1.3, -1.2, 0.9], [0.5, 0.8, 0.3], [0.5, 0.1, -0.3], [-1.5, 0.9, 0.1], [0.0, 0.0, -0.7], [-0.1, -0.5, 0.4], [0.0, -0.1, 0.0], [0.2, 0.0, -0.1], [0.0, 0.1, -0.1], [-1.2, -0.8, -0.1], [-0.5, 0.3, 1.1], [2.2, -2.3, 1.4], [-1.3, 0.7, 1.5], [-0.1, -0.1, 0.1], [-0.1, 0.1, 0.1], [-0.6, 1.2, 1.4], [2.0, -1.0, -0.1], [-0.1, -0.2, 0.2], [1.1, 2.0, -0.4], [0.4, 0.0, 0.1], [0.1, 0.1, -0.1], [-2.0, 0.8, -2.3], [0.5, 0.1, -1.2], [-0.4, -1.2, 1.3], [-0.3, -0.6, 0.3], [0.0, 0.1, -0.2], [0.4, -0.3, 1.7], [-0.1, -2.2, 0.7], [-0.7, 0.7, -1.5], [0.1, 0.0, 0.0], [0.0, 0.0, 0.1], [0.0, 0.0, 0.0], [0.2, 0.2, 0.0], [0.2, 0.1, -0.6], [-0.6, 0.2, -0.3], [-0.2, 0.0, 1.8], [0.1, -0.2, -0.1], [-0.2, -0.2, -0.1], [0.3, 0.2, -0.1], [-0.2, -0.3, 0.1], [0.1, 0.1, 0.0], [0.0, 0.2, -0.1], [0.2, 0.1, 0.2], [1.2, 0.6, 0.8], [-0.1, 0.0, 0.1], [0.2, 0.3, -0.1], [-0.4, -0.8, -1.6], [0.8, 1.1, 0.8], [0.1, -0.3, -1.6], [1.4, -0.1, -0.3], [0.1, 0.0, -0.1], [0.0, 0.0, -0.2], [0.4, 0.0, -0.3], [0.0, -0.1, -0.1], [0.0, 0.0, -0.1], [-0.1, -0.1, 0.0], [0.1, 0.1, 0.1], [0.0, -0.1, -0.1], [-0.3, -0.3, -0.1], [-1.7, -1.8, -2.6], [0.2, 0.1, -0.1], [-0.4, 0.4, 0.2], [0.0, -0.1, 0.1], [0.8, 2.3, -4.0], [0.0, -0.2, 0.1], [-1.0, 2.6, 0.9], [0.0, -0.1, 0.0], [-0.1, 0.1, 0.0], [-0.5, -1.4, -0.3]], "charge": 1, "gap_ev": 6.93, "e_lumo_ev": -3.6, "total_energy_ha": -3659.4540}